C3H3CsLiO2 | ωB97M-V with the def2-TZVPD basis set

The geometry in XYZ format:
```
10
Properties=species:S:1:pos:R:3
O -0.944 0.607 0.220
C -0.575 -0.496 -0.581
C -0.331 -1.711 0.282
O 2.914 1.735 -0.117
C 2.017 2.424 0.026
Li -0.367 2.242 0.354
Cs -1.900 -1.353 2.778
H 0.363 -0.342 -1.173
H -1.261 -0.572 -1.459
H 0.083 -2.534 -0.330
```

Properties
relative energy (zero: lowest compared OMol25 entry of this formula, charge and spin): 0.0 kcal/mol
⟨S²⟩: 0.757
spin multiplicity: 2
molar mass: 210.901 u

Löwdin population analysis, charges in e, atoms 1 to 5: -0.601, -0.663, -0.336, 0.069, 0.022


C3H9N5 | ωB97M-V with the def2-TZVPD basis set

The geometry in XYZ format:
```
17
Properties=species:S:1:pos:R:3
H -1.488 -2.113 -1.257
N -1.093 -1.470 -0.485
C -1.868 -0.443 -0.155
N -1.377 0.817 0.431
N -0.182 0.542 1.037
C 0.934 0.512 0.276
C 1.059 1.785 -0.537
N 1.726 -0.542 -0.061
N 1.550 -1.813 0.512
H -2.946 -0.537 -0.397
H -2.126 1.225 1.206
H -0.075 -0.143 1.741
H 1.177 2.650 0.050
H 0.172 1.947 -1.341
H 2.025 2.216 -1.178
H 1.908 -2.533 -0.267
H 0.604 -2.099 0.427
```

Properties
relative energy (zero: lowest compared OMol25 entry of this formula, charge and spin): 131.8 kcal/mol
molar mass: 115.140 u
SMILES: [H]/N=C/NN/C(C)=N\N

natural (NBO) population analysis, charges in e, atoms 1 to 5: 0.377, -0.745, 0.269, -0.425, -0.501


C2H5NO | ωB97M-V with the def2-TZVPD basis set

The geometry in XYZ format:
```
9
Properties=species:S:1:pos:R:3
C 1.675 -0.033 0.245
N 0.939 0.032 1.262
H 1.341 -0.523 -0.674
H 2.648 0.456 0.118
H 1.313 0.706 1.937
C -1.947 -0.196 -0.739
O -2.925 0.230 -0.192
H -2.037 -0.888 -1.580
H -1.007 0.218 -0.376
```

Properties
relative energy (zero: lowest compared OMol25 entry of this formula, charge and spin): 59.2 kcal/mol
molar mass: 59.068 u
SMILES: C=N.C=O

natural (NBO) population analysis, charges in e, atoms 1 to 5: -0.039, -0.594, 0.152, 0.145, 0.340


C8H13NO3S | ωB97M-V with the def2-TZVPD basis set

The geometry in XYZ format:
```
26
Properties=species:S:1:pos:R:3
H 1.471 -2.504 -2.124
N 1.223 -1.550 -1.831
C 2.029 -0.608 -2.071
C 1.915 0.606 -1.318
C 2.736 1.805 -1.393
C 2.116 2.806 -0.612
C 0.915 2.265 -0.242
O 0.762 0.983 -0.680
H 2.989 -0.655 -2.691
H 3.728 1.964 -1.671
H 2.378 3.845 -0.711
H 0.156 2.610 0.393
C -1.287 -2.333 0.223
C -0.549 -1.252 1.018
S -1.701 -0.390 2.106
C -2.571 0.793 0.986
O -2.732 -1.340 2.536
O -1.033 0.355 3.180
H -2.208 -2.650 0.738
H -1.412 -2.066 -0.816
H -0.737 -3.228 0.131
H 0.189 -0.602 0.503
H -0.036 -1.647 1.913
H -2.445 0.160 0.122
H -3.670 0.857 1.223
H -2.225 1.777 1.088
```

Properties
relative energy (zero: lowest compared OMol25 entry of this formula, charge and spin): 89.4 kcal/mol
molar mass: 203.263 u
SMILES: [H]/N=C/c1ccco1.CCS(C)(=O)=O

natural (NBO) population analysis, charges in e, atoms 1 to 5: 0.358, -0.637, 0.085, 0.181, -0.236


C11H16O2S | ωB97M-V with the def2-TZVPD basis set

The geometry in XYZ format:
```
30
Properties=species:S:1:pos:R:3
C -2.450 0.560 0.641
C -3.695 -0.012 0.576
C -2.453 -1.220 -0.632
C -1.613 -0.176 -0.297
C 2.167 0.463 -0.662
C 2.804 -0.741 0.043
C 0.579 -2.058 0.858
C -0.236 -0.208 -0.550
C 0.798 0.863 -0.132
C 0.680 1.143 1.358
C 0.223 2.056 -0.991
O -3.641 -1.135 -0.209
O 0.135 -0.885 -1.674
S 1.930 -2.308 -0.190
H -2.351 1.466 1.114
H -4.603 -0.062 1.112
H -2.147 -2.251 -0.978
H 2.813 1.256 -0.381
H 1.913 0.394 -1.798
H 3.736 -1.054 -0.492
H 2.885 -0.687 1.135
H 0.941 -1.466 1.771
H -0.203 -2.727 0.677
H -0.360 1.378 1.707
H 1.308 1.949 1.594
H 1.088 0.304 1.895
H -0.978 2.195 -0.856
H 0.348 1.756 -2.006
H 0.692 2.960 -0.876
H -0.310 -1.753 -1.757
```

Properties
relative energy (zero: lowest compared OMol25 entry of this formula, charge and spin): 73.3 kcal/mol
molar mass: 212.314 u

natural (NBO) population analysis, charges in e, atoms 1 to 5: -0.281, 0.063, 0.146, -0.258, -0.429


C26H48F5N4O5S2 | ωB97M-V with the def2-TZVPD basis set

The geometry in XYZ format:
```
90
Properties=species:S:1:pos:R:3
C 0.137 2.933 3.245
C 0.085 1.811 2.360
N 1.217 0.974 1.951
C 1.959 0.880 3.183
N 1.662 0.138 4.179
C 0.462 -0.786 4.138
O 0.529 -1.904 3.653
O -0.608 -0.277 4.600
N 3.062 1.800 2.989
C 4.111 1.745 4.037
C 3.810 2.951 5.045
C 2.854 2.552 6.214
O 2.665 3.646 7.122
C 3.473 1.401 1.600
S 4.139 -0.339 1.956
C 4.714 2.160 1.004
C 5.017 1.879 -0.519
C 6.008 0.645 -0.721
O 6.911 0.948 -1.790
C 7.013 -0.154 -2.706
C 2.073 1.463 0.814
C 2.014 0.361 -0.333
C 1.069 -0.854 -0.013
C -0.481 -0.518 -0.183
C -1.223 -1.525 -1.101
F -0.770 -1.332 -2.411
F -1.158 -2.832 -0.696
C -2.771 -1.129 -1.153
F -3.230 -0.658 0.041
F -3.009 -0.125 -2.054
F -3.575 -2.223 -1.450
C 1.837 2.931 0.326
S 0.320 3.124 -0.721
C -0.709 4.478 0.004
C 0.091 5.841 -0.094
H 0.369 3.953 2.836
H -0.064 2.756 4.329
H -0.917 1.542 1.922
H 2.217 0.143 5.034
H 4.142 0.762 4.592
H 5.147 1.920 3.668
H 4.772 3.405 5.419
H 3.322 3.746 4.422
H 3.179 1.604 6.722
H 1.843 2.350 5.748
H 1.780 3.580 7.516
H 4.336 -0.990 0.769
H 4.515 3.266 1.126
H 5.644 1.933 1.582
H 4.117 1.820 -1.176
H 5.609 2.766 -0.887
H 5.425 -0.286 -0.931
H 6.600 0.545 0.235
H 7.425 0.268 -3.661
H 7.732 -0.927 -2.317
H 6.028 -0.621 -2.962
H 1.663 0.787 -1.319
H 3.025 -0.073 -0.567
H 1.280 -1.628 -0.812
H 1.284 -1.370 0.956
H -0.662 0.514 -0.573
H -0.917 -0.584 0.853
H 2.684 3.328 -0.296
H 1.753 3.636 1.197
H -1.636 4.562 -0.626
H -1.038 4.205 1.036
H -0.127 6.302 -1.091
H 1.184 5.591 -0.080
H -0.164 6.544 0.745
C -7.164 -3.170 -4.711
N -7.287 -4.609 -4.260
C -8.295 -5.290 -5.151
C -7.784 -4.647 -2.844
C -5.958 -5.352 -4.405
C -4.822 -4.823 -3.543
O -4.534 -3.473 -3.863
H -8.171 -2.772 -4.840
H -6.661 -2.594 -3.942
H -6.625 -3.144 -5.655
H -9.249 -4.776 -5.050
H -8.389 -6.328 -4.833
H -7.938 -5.234 -6.178
H -7.090 -4.101 -2.208
H -7.854 -5.688 -2.530
H -8.763 -4.171 -2.811
H -5.692 -5.286 -5.462
H -6.156 -6.396 -4.155
H -3.927 -5.423 -3.737
H -5.058 -4.904 -2.479
H -3.834 -3.175 -3.264
```

Properties
E: -2909.90126 hartree
total charge: +1
molar mass: 655.817 u

Löwdin population analysis, charges in e, atoms 1 to 5: 0.016, -0.127, 0.036, -0.317, 0.259